# 1
# C10H23N2O2

A 2-piece molecular cluster, C10H23N2O2 overall at a distorted geometry (ωB97M-V with the def2-TZVPD basis set, the OMol25 dataset).

Last column: Mulliken charge in e.
Geometry (Å):
C (0.609, -3.658, 0.339)  0.538
C (1.935, 1.549, -2.654)  -1.351
C (0.059, 2.073, 1.870)  -1.830
C (0.019, -0.286, 2.433)  -1.052
C (-2.109, 0.916, 1.711)  -2.225
C (-1.393, -0.731, -1.985)  -0.952
C (0.820, 1.519, -1.627)  -0.932
C (0.926, 0.398, -0.559)  -1.216
C (-0.623, 0.737, 1.441)  1.441
C (-0.442, 0.250, 0.025)  0.646
N (0.891, -4.445, -0.709)  -0.408
N (-1.463, -0.209, -0.644)  -0.089
O (0.829, -4.042, 1.580)  -0.505
O (0.209, -2.543, 0.118)  -0.436
H (1.701, 2.395, -3.470)  0.294
H (2.899, 1.711, -2.318)  0.403
H (1.954, 0.505, -3.099)  0.286
H (0.003, 2.263, 2.911)  0.591
H (1.051, 2.047, 1.692)  0.486
H (-0.561, 2.927, 1.337)  0.341
H (0.838, -0.969, 1.935)  0.206
H (0.262, 0.112, 3.408)  0.383
H (-0.827, -1.108, 2.631)  0.267
H (-2.612, 1.396, 0.908)  0.605
H (-2.602, -0.066, 2.165)  0.319
H (-2.071, 1.589, 2.504)  0.559
H (-0.386, -0.556, -2.529)  0.259
H (-1.492, -1.760, -1.735)  0.451
H (-2.219, -0.408, -2.514)  0.404
H (0.781, 2.312, -0.967)  0.610
H (-0.163, 1.589, -1.975)  0.687
H (1.610, 0.566, 0.381)  0.493
H (1.113, -0.525, -0.956)  0.615
H (0.970, -5.430, -0.442)  0.263
H (0.528, -4.254, -1.601)  0.229
H (0.459, -3.521, 2.253)  0.346
H (-2.306, -0.365, -0.133)  0.274

The calculation puts the HOMO energy at -13.70 eV. The net charge is +1. The total energy is -654.53179 Eh. Its energy above the lowest of the compared OMol25 structures with the same formula, charge and spin is 19.0 kcal per mole.



# 2
# C9H8Cl3F5NO5SSrTe

C9H8Cl3F5NO5SSrTe as an isolated structure at a distorted geometry (ωB97M-V with the def2-TZVPD basis set, the OMol25 dataset).

Last column: Mulliken charge in e.
Geometry (Å):
Sr (0.435, 0.154, -0.280)  1.717
C (-3.346, -0.895, 0.676)  -1.590
C (-2.173, -1.676, 0.154)  0.822
C (-1.328, -2.365, 1.028)  -0.296
C (-0.232, -3.077, 0.562)  -0.401
C (0.046, -3.126, -0.799)  -0.289
C (-0.788, -2.459, -1.682)  -0.392
C (-1.882, -1.739, -1.210)  -0.544
H (-4.110, -1.567, 1.073)  0.421
H (-3.792, -0.285, -0.108)  0.342
H (-3.039, -0.213, 1.469)  0.271
H (-1.522, -2.317, 2.094)  0.369
H (0.429, -3.568, 1.264)  0.368
H (0.927, -3.636, -1.161)  0.296
H (-0.564, -2.465, -2.741)  0.342
H (-2.506, -1.191, -1.907)  0.287
Cl (-1.354, 3.806, 3.215)  -0.153
C (-1.585, 4.008, 1.461)  0.672
Cl (-0.970, 5.589, 0.972)  -0.142
Cl (-3.329, 3.965, 1.107)  -0.158
C (-0.926, 2.818, 0.765)  0.288
N (-1.366, 1.782, 0.364)  -0.779
F (1.627, -0.144, -2.320)  -0.621
Te (3.351, -0.449, -1.285)  1.995
F (4.008, 0.756, -2.520)  -0.363
F (4.955, -1.402, -1.044)  -0.406
F (3.335, -1.715, -2.708)  -0.442
F (4.183, 0.641, -0.011)  -0.410
O (2.321, -1.351, -0.096)  -0.755
O (3.013, 3.238, 1.170)  -0.609
S (1.924, 2.414, 0.769)  0.877
O (1.625, 1.227, 1.592)  -0.736
O (0.635, 3.311, 0.810)  -0.193
O (1.999, 1.929, -0.674)  -0.788

The calculation puts the HOMO energy at -6.24 eV. The net charge is -1. The total energy is -3355.74117 Eh. Its energy above the lowest of the compared OMol25 structures with the same formula, charge and spin is 29.3 kcal per mole.